The following is a DFT calculation (ωB97M-V/def2-TZVPD) of a molecular structure, C43H105Br3N2O26P6.

## Properties
Electronic energy in eV: -368384.914
Orbital gap in eV: 8.80
HOMO level in eV: -8.8
LUMO in eV: -0.049
Max |F| in eV/Å: 3.7
Energy relative to the best compared isomer or geometry (same formula, charge and spin) in kcal per mole: 60.2

Last column: Löwdin charge in e.
Atoms and positions in Å:
C -1.90064 -1.85401 7.15189  -0.33
O -2.28012 -1.64279 8.30612  -0.02
N -2.71626 -2.19340 6.11603  -0.17
C -2.28208 -2.52515 4.76704  -0.09
C -4.18381 -2.34386 6.32771  -0.03
H -0.83267 -1.89348 6.89051  0.13
H -2.83885 -2.06931 3.94852  0.01
H -2.51439 -3.57543 4.56890  0.08
H -1.22103 -2.37456 4.57271  0.06
H -4.69499 -1.68610 5.62316  0.08
H -4.53958 -3.36512 6.19457  0.09
H -4.50477 -1.99351 7.30688  0.08
C -2.22247 2.99791 3.83626  -0.32
O -1.32600 2.36100 3.29331  -0.02
N -2.86843 4.04573 3.30817  -0.19
C -2.63789 4.52322 1.97662  -0.04
C -3.90356 4.75946 4.00637  -0.05
H -2.67137 2.72827 4.80524  0.14
H -2.30829 5.56345 2.01635  0.10
H -3.55382 4.56790 1.38185  0.07
H -2.00461 3.84792 1.40619  0.07
H -4.69725 4.95353 3.28246  0.09
H -4.25526 4.22104 4.88426  0.09
H -3.58363 5.76836 4.27889  0.09
C -0.56126 -0.25346 1.33117  -1.38
Br -2.44938 -0.71490 1.65160  0.71
Br -0.23144 -0.37348 -0.65562  0.71
Br 0.76988 -1.27617 2.30794  0.72
H -0.41160 0.78835 1.60076  -0.05
C -0.63523 -3.33601 -1.97049  -0.12
C -1.72035 -3.60794 -0.95755  -0.29
O -1.46539 -4.90107 -0.40509  -0.17
P -2.28304 -5.34135 0.90326  0.43
O -3.08100 -4.29343 1.53271  -0.24
O -3.13985 -6.58025 0.35343  -0.17
C -4.13317 -6.28883 -0.62784  -0.30
C -5.26252 -7.23936 -0.35636  -0.07
O -1.17347 -5.94983 1.88509  -0.16
C -0.33057 -5.05999 2.58398  -0.28
C 0.93829 -5.81720 3.04454  -0.05
H 0.37598 -3.27776 -1.56786  0.04
H -0.56147 -4.11524 -2.73098  0.08
H -0.88227 -2.41325 -2.49533  0.04
H -1.84539 -2.83326 -0.20128  0.04
H -2.67408 -3.58001 -1.49161  0.12
H -4.36927 -5.23437 -0.77879  0.12
H -3.68065 -6.50752 -1.60081  0.12
H -4.94139 -8.25434 -0.13388  0.08
H -5.69078 -6.82346 0.55838  0.08
H -5.99270 -7.18776 -1.16342  0.08
H 0.08410 -4.31879 1.89534  0.08
H -0.81568 -4.49174 3.37708  0.09
H 0.69016 -6.60109 3.76380  0.07
H 1.31439 -6.43640 2.22940  0.07
H 1.68901 -5.14258 3.44971  0.07
C -4.28934 1.42958 -0.23112  -0.11
C -5.60852 1.37332 -1.03445  -0.27
O -6.48759 2.30456 -0.48706  -0.19
P -6.59918 3.87961 -0.91114  0.48
O -7.12231 4.08542 -2.28742  -0.23
O -5.16642 4.46177 -0.53675  -0.19
C -4.64073 5.71097 -0.98313  -0.27
C -5.44206 6.89125 -0.52398  -0.05
O -7.53367 4.49542 0.27412  -0.18
C -8.94618 4.44548 0.15123  -0.29
C -9.46313 5.70940 -0.50982  -0.09
H -3.59822 0.68438 -0.62277  0.04
H -3.75702 2.37631 -0.32929  0.05
H -4.58460 1.37501 0.81633  0.06
H -5.39690 1.57079 -2.08799  0.12
H -6.09018 0.39821 -0.96716  0.12
H -3.59648 5.76251 -0.66945  0.11
H -4.46735 5.73907 -2.06121  0.10
H -6.49810 6.73770 -0.74884  0.07
H -5.31038 7.01325 0.55329  0.08
H -5.22533 7.89139 -0.89999  0.07
H -9.35516 3.64591 -0.46960  0.12
H -9.46627 4.37479 1.10591  0.12
H -8.88269 6.05507 -1.36526  0.07
H -10.48560 5.60458 -0.87295  0.08
H -9.41781 6.50314 0.23857  0.07
C 1.84625 -5.36371 -6.20170  -0.07
C 2.25518 -4.17959 -5.31170  -0.29
O 1.17388 -3.26183 -5.13299  -0.18
P 1.48177 -1.71456 -4.65955  0.43
O 0.24012 -0.93240 -4.46570  -0.24
O 2.45295 -1.10055 -5.76461  -0.20
C 1.92789 -0.70137 -7.00241  -0.28
C 3.10655 -0.08811 -7.79889  -0.05
O 2.42571 -1.93266 -3.40820  -0.19
C 2.75456 -0.76676 -2.58531  -0.27
C 4.10417 -0.15307 -2.85511  -0.06
H 0.98203 -5.92685 -5.85098  0.08
H 1.74673 -5.03138 -7.23358  0.07
H 2.65995 -6.08534 -6.10721  0.07
H 2.66694 -4.56703 -4.37796  0.11
H 3.11760 -3.69634 -5.77627  0.11
H 1.56690 -1.57218 -7.55310  0.12
H 1.11922 0.00706 -6.81999  0.12
H 2.90789 0.03802 -8.86017  0.08
H 3.39183 0.87202 -7.36610  0.07
H 3.91690 -0.74569 -7.48129  0.08
H 1.90741 -0.08290 -2.62422  0.08
H 2.81391 -1.19200 -1.58376  0.07
H 4.24858 0.69424 -2.18709  0.08
H 4.83132 -0.93479 -2.63356  0.08
H 4.17106 0.11843 -3.90907  0.07
C -1.00484 2.88578 -1.38585  -0.08
C -1.09887 4.08503 -2.34442  -0.28
O -0.76984 5.23324 -1.59213  -0.19
P -0.63779 6.66941 -2.36023  0.51
O 0.30894 6.77234 -3.48843  -0.23
O -2.18644 6.80149 -2.84158  -0.24
C -2.63155 7.44971 -4.05856  -0.24
C -3.97651 8.15882 -3.80681  -0.06
O -0.42679 7.81247 -1.20492  -0.19
C -0.78565 9.14989 -1.48964  -0.29
C 0.47995 9.97290 -1.71523  -0.06
H -1.40850 2.00880 -1.88921  0.05
H 0.05842 2.68440 -1.25405  0.06
H -1.47816 3.13755 -0.43994  0.05
H -0.47892 4.00911 -3.24081  0.12
H -2.08444 4.20975 -2.80159  0.11
H -1.94152 8.18341 -4.47805  0.11
H -2.62975 6.65709 -4.80690  0.12
H -4.22545 8.97358 -4.48604  0.08
H -4.83413 7.49235 -3.71961  0.07
H -3.89510 8.66849 -2.84400  0.06
H -1.53326 9.11844 -2.28332  0.09
H -1.26959 9.56577 -0.60379  0.12
H 1.01893 9.50943 -2.54162  0.08
H 0.26485 11.03193 -1.84365  0.08
H 1.06843 9.80052 -0.81370  0.08
C 2.65101 -3.78470 -0.04833  -0.06
C 4.11329 -4.09599 0.22392  -0.22
O 4.11017 -4.69218 1.54895  -0.22
P 5.42680 -5.27420 2.26376  0.45
O 5.19636 -5.45896 3.71159  -0.23
O 5.79614 -6.60394 1.36885  -0.19
C 4.91539 -7.74427 1.47866  -0.28
C 5.25728 -8.97068 0.63877  -0.07
O 6.62406 -4.29640 1.83200  -0.20
C 7.71347 -4.10951 2.74208  -0.24
C 8.19557 -2.65747 2.47707  -0.06
H 2.54739 -3.52621 -1.10295  0.06
H 2.02170 -4.63975 0.19878  0.08
H 2.28433 -2.96139 0.56627  0.02
H 4.53045 -4.83874 -0.45627  0.12
H 4.69989 -3.17762 0.25438  0.11
H 5.02613 -8.10378 2.50379  0.11
H 3.87743 -7.47148 1.28823  0.11
H 6.33986 -9.00485 0.50602  0.08
H 4.87336 -9.93856 0.95083  0.08
H 4.86538 -8.74884 -0.35662  0.07
H 7.43489 -4.28364 3.78070  0.11
H 8.51443 -4.80379 2.48685  0.12
H 9.22313 -2.49916 2.80639  0.07
H 8.21096 -2.48781 1.39905  0.07
H 7.58437 -1.83957 2.85903  0.06
C 4.39538 -2.14569 4.62716  -0.05
C 4.32978 -1.99294 3.14374  -0.32
O 4.01152 -0.64314 2.99904  -0.21
P 4.41657 0.11118 1.63554  0.51
O 3.77054 -0.47877 0.41584  -0.25
O 6.03586 0.10803 1.67392  -0.19
C 6.82551 0.93651 0.85469  -0.26
C 7.10381 0.19518 -0.46370  -0.05
O 4.01779 1.66996 1.84290  -0.17
C 2.62185 1.99379 1.91515  -0.30
C 2.35792 3.13240 2.84268  -0.07
H 4.57828 -3.19938 4.85362  0.07
H 5.26683 -1.63338 5.03526  0.09
H 3.46593 -1.81974 5.09071  0.09
H 5.26233 -2.30526 2.66991  0.10
H 3.50983 -2.57377 2.71545  0.09
H 6.27036 1.85687 0.66503  0.11
H 7.76515 1.21026 1.33393  0.12
H 7.58393 0.92955 -1.11252  0.08
H 7.79026 -0.63495 -0.30206  0.07
H 6.15259 -0.13816 -0.87539  0.04
H 2.31247 2.31175 0.91750  0.12
H 1.95693 1.18234 2.21113  0.05
H 2.54624 2.84963 3.87805  0.09
H 3.00072 3.95585 2.52501  0.08
H 1.34180 3.51548 2.74889  0.07

Forces on atoms 1 to 6 (eV/Å):
-0.8 -0.6 0.8
0.4 0.0 -1.3
-1.1 0.2 0.1
-0.1 -1.0 -0.2
0.5 0.8 0.0
0.0 0.3 -0.2